The following is a quantum chemistry calculation of a single C3H9NO molecule at a distorted geometry, from OMol25.

```
14
Properties=species:S:1:pos:R:3
C 0.149 0.990 -0.580
N -0.493 -0.083 0.191
C 0.376 -1.120 0.713
O 0.171 -2.384 0.065
C -0.340 2.441 -0.341
H 0.243 0.879 -1.668
H 1.222 0.979 -0.277
H -1.327 0.113 0.716
H 0.166 -1.145 1.819
H 1.348 -0.812 0.310
H 0.596 -2.220 -0.788
H 0.143 3.074 -1.099
H 0.155 2.743 0.588
H -1.445 2.558 -0.389
```

Properties
relative energy (zero: lowest compared OMol25 entry of this formula, charge and spin) = 1.712 eV
molecular weight = 75.1 g/mol
E_LUMO = 0.0396 Eh
Kohn-Sham gap = 9.8 eV
calculated total energy = -249.65078 Eh
E_HOMO = -8.770 eV
net charge = 0
largest force on an atom = 1.6 eV/A

natural (NBO) population analysis, charges in e, atoms 1 to 8:
1 C -0.21
2 N -0.67
3 C 0.08
4 O -0.72
5 C -0.62
6 H 0.17
7 H 0.17
8 H 0.38